No. 1
128
Properties=species:S:1:pos:R:3:lowdin_charge:R:1 method="wB97M-V/def2-TZVPD" smiles="Oc1ccc(O)cc1.Oc1ccc(O)cc1.Oc1ccc(O)cc1.Oc1ccc(O)cc1.Oc1ccc(O)cc1.Oc1ccc(O)cc1.Oc1ccc(O)cc1.O=C1OCCO1.O=C1OCCO1.O=C1OCCO1" total_energy_ha=-3706.35963 lumo_energy_ev=0.1 homo_lumo_gap_ev=7.90
C 3.87 -1.96 -6.27 -0.02
C 4.85 -2.93 -6.41 -0.01
C 4.75 -4.09 -5.66 -0.33
C 3.64 -4.34 -4.89 -0.01
C 2.59 -3.42 -4.84 0.00
C 2.76 -2.21 -5.48 -0.32
O 1.81 -1.23 -5.26 0.03
O 5.79 -5.00 -5.76 0.02
H 3.94 -1.02 -6.82 0.12
H 5.69 -2.80 -7.08 0.12
H 3.61 -5.26 -4.31 0.12
H 1.78 -3.54 -4.12 0.12
H 1.91 -0.56 -5.94 0.10
H 6.18 -5.17 -4.90 0.10
C -3.92 -5.73 -0.46 -0.04
C -2.74 -5.61 -1.17 -0.03
C -2.28 -4.34 -1.51 -0.33
C -3.00 -3.21 -1.11 -0.01
C -4.18 -3.35 -0.42 -0.02
C -4.66 -4.62 -0.10 -0.35
O -5.87 -4.71 0.53 0.04
O -1.15 -4.24 -2.26 0.03
H -4.25 -6.72 -0.15 0.12
H -2.16 -6.44 -1.56 0.12
H -2.66 -2.21 -1.35 0.11
H -4.81 -2.51 -0.12 0.13
H -6.27 -5.57 0.39 0.10
H -0.99 -3.30 -2.48 0.06
C 0.78 2.51 6.43 -0.02
C 0.63 1.30 5.78 0.00
C 1.44 0.95 4.72 -0.32
C 2.44 1.82 4.31 -0.02
C 2.61 3.04 4.94 0.00
C 1.76 3.38 5.99 -0.32
O 1.83 4.60 6.62 0.04
O 1.21 -0.23 3.99 -0.01
H 0.11 2.74 7.25 0.12
H -0.13 0.56 6.04 0.13
H 3.08 1.56 3.48 0.12
H 3.35 3.77 4.63 0.12
H 2.73 4.91 6.69 0.11
H 1.89 -0.86 4.22 0.12
C -3.28 1.48 -2.07 0.00
C -2.74 2.66 -1.61 -0.02
C -1.67 3.25 -2.28 -0.33
C -1.17 2.69 -3.44 -0.03
C -1.77 1.53 -3.92 -0.04
C -2.81 0.92 -3.25 -0.33
O -3.38 -0.25 -3.69 0.03
O -0.98 4.30 -1.72 0.03
H -4.08 1.01 -1.51 0.13
H -3.13 3.12 -0.71 0.11
H -0.21 3.02 -3.82 0.11
H -1.30 1.01 -4.76 0.12
H -3.34 -0.27 -4.65 0.10
H -1.27 4.46 -0.82 0.10
C -0.14 -1.55 -0.16 0.00
C -0.14 -0.74 0.96 0.01
C 0.10 0.63 0.85 -0.30
C 0.25 1.17 -0.40 -0.01
C 0.29 0.38 -1.55 0.00
C 0.05 -0.98 -1.41 -0.29
O -0.03 -1.76 -2.54 0.02
O -0.01 1.47 1.95 0.00
H -0.41 -2.59 -0.05 0.11
H -0.25 -1.20 1.94 0.10
H 0.30 2.25 -0.55 0.11
H 0.60 0.82 -2.48 0.10
H 0.31 -1.25 -3.28 0.09
H 0.17 0.91 2.71 0.07
C 5.39 2.15 -5.71 -0.01
C 4.65 1.60 -4.69 -0.02
C 3.55 2.28 -4.17 -0.32
C 3.20 3.51 -4.69 -0.02
C 3.94 4.06 -5.75 -0.02
C 5.03 3.38 -6.26 -0.33
O 5.83 3.91 -7.23 0.05
O 2.85 1.78 -3.09 0.01
H 6.30 1.71 -6.10 0.12
H 4.87 0.60 -4.33 0.12
H 2.44 4.12 -4.22 0.12
H 3.56 4.98 -6.19 0.12
H 5.60 4.83 -7.36 0.10
H 3.44 1.24 -2.55 0.10
C -4.44 2.76 4.97 -0.01
C -4.21 2.32 3.68 0.00
C -2.99 2.63 3.09 -0.32
C -1.97 3.23 3.82 -0.02
C -2.21 3.60 5.13 -0.03
C -3.44 3.35 5.72 -0.33
O -3.69 3.66 7.04 0.03
O -2.82 2.34 1.76 0.02
H -5.39 2.60 5.46 0.12
H -4.97 1.85 3.09 0.12
H -1.03 3.46 3.34 0.11
H -1.42 4.11 5.68 0.11
H -3.11 4.38 7.30 0.10
H -1.90 2.18 1.53 0.06
C 2.64 3.28 0.90 -0.11
C 2.48 4.44 -0.08 -0.12
O 3.65 5.22 0.18 0.07
C 4.07 4.95 1.44 -0.56
O 4.94 5.52 2.02 0.17
O 3.36 3.92 1.96 0.03
H 3.28 2.51 0.45 0.14
H 1.73 2.83 1.28 0.10
H 1.59 5.02 0.19 0.13
H 2.37 4.13 -1.11 0.12
C -0.13 -6.32 3.04 -0.11
C -0.61 -5.65 1.74 -0.09
O -0.51 -4.26 2.07 0.04
C -0.38 -4.10 3.40 -0.58
O -0.35 -3.05 3.96 0.16
O -0.30 -5.31 4.01 0.07
H 0.89 -6.68 2.98 0.13
H -0.79 -7.15 3.29 0.13
H -1.64 -5.85 1.46 0.12
H 0.04 -5.87 0.90 0.13
C -3.84 -3.01 3.24 -0.11
C -3.31 -1.59 3.06 -0.10
O -4.50 -0.80 3.19 0.04
C -5.45 -1.54 3.83 -0.56
O -6.50 -1.12 4.18 0.17
O -5.02 -2.82 3.99 0.07
H -3.09 -3.64 3.72 0.12
H -4.07 -3.42 2.25 0.10
H -2.95 -1.39 2.05 0.12
H -2.57 -1.33 3.82 0.13



No. 2
120
Properties=species:S:1:pos:R:3:lowdin_charge:R:1 method="wB97M-V/def2-TZVPD" total_energy_ha=-4744.81957 lumo_energy_ev=-2.8 homo_lumo_gap_ev=7.03 total_charge=+1
Zn -0.05 -0.16 0.66 0.74
C -1.86 -4.62 1.30 -0.04
C -0.56 -3.92 0.91 -0.36
C 0.51 -4.94 0.53 -0.04
C -0.05 -3.03 2.00 -0.25
C 0.14 -3.31 3.35 0.02
C 0.76 -2.19 3.86 -0.04
N 0.91 -1.30 2.87 -0.02
N 0.41 -1.81 1.74 0.04
B 1.81 -0.05 2.85 -0.53
N 2.62 -0.08 1.56 -0.02
C 3.95 0.00 1.50 -0.04
C 4.31 0.18 0.18 0.00
C 3.10 0.21 -0.52 -0.26
N 2.08 0.04 0.33 0.07
C 3.03 0.51 -1.99 -0.36
C 3.33 2.00 -2.20 -0.05
C 1.70 0.13 -2.62 -0.09
N 0.98 1.24 2.79 -0.03
C 1.01 2.29 3.62 -0.05
C 0.22 3.28 3.08 0.01
C -0.27 2.75 1.89 -0.26
N 0.21 1.52 1.73 0.03
C -1.19 3.37 0.88 -0.36
C -0.59 4.66 0.31 -0.04
C -2.57 3.65 1.48 -0.05
H -2.25 -5.18 0.46 0.09
H -2.61 -3.90 1.61 0.07
H -1.69 -5.31 2.12 0.08
H -0.75 -3.29 0.03 0.10
H 0.82 -5.52 1.40 0.08
H 1.38 -4.44 0.11 0.08
H 0.12 -5.62 -0.22 0.08
H -0.12 -4.20 3.89 0.11
H 1.10 -1.98 4.86 0.13
H 2.51 -0.04 3.81 0.13
H 4.56 -0.06 2.38 0.13
H 5.30 0.27 -0.22 0.11
H 3.82 -0.06 -2.48 0.15
H 2.54 2.62 -1.78 0.08
H 3.42 2.21 -3.26 0.08
H 4.27 2.27 -1.72 0.08
H 0.88 0.67 -2.13 0.03
H 1.55 -0.94 -2.52 0.07
H 1.71 0.38 -3.68 0.08
H 1.57 2.26 4.54 0.13
H 0.04 4.26 3.48 0.11
H -1.30 2.65 0.05 0.08
H -0.39 5.38 1.09 0.08
H -1.29 5.10 -0.39 0.06
H 0.34 4.45 -0.22 0.08
H -2.50 4.35 2.31 0.09
H -3.03 2.73 1.84 0.06
H -3.22 4.07 0.72 0.08
C -11.79 -7.48 1.44 -0.07
O -11.23 -6.51 2.30 -0.07
C -10.17 -5.78 1.91 -0.27
C -9.70 -4.86 2.86 0.01
C -8.61 -4.07 2.59 -0.02
C -7.94 -4.14 1.36 -0.16
C -8.43 -5.04 0.41 -0.01
C -9.52 -5.85 0.67 0.00
C -6.74 -3.36 1.13 -0.25
N -5.98 -3.36 0.05 0.20
C -4.93 -2.54 0.33 -0.17
C -5.06 -2.02 1.62 -0.14
N -6.23 -2.53 2.10 0.19
C -4.09 -1.22 2.25 -0.07
C -4.17 -0.77 3.57 0.02
C -3.11 -0.07 4.10 -0.01
C -2.01 0.18 3.29 -0.09
N -1.91 -0.22 2.04 0.10
C -2.92 -0.92 1.50 -0.16
C -2.77 -1.40 0.15 -0.17
N -1.63 -1.09 -0.50 0.05
C -1.45 -1.58 -1.72 -0.17
C -2.37 -2.39 -2.37 -0.03
C -3.55 -2.71 -1.74 0.04
C -3.77 -2.22 -0.44 -0.07
H -12.61 -7.92 2.00 0.10
H -11.06 -8.26 1.18 0.10
H -12.18 -7.03 0.52 0.10
H -10.21 -4.81 3.81 0.12
H -8.29 -3.39 3.37 0.10
H -7.92 -5.11 -0.54 0.11
H -9.86 -6.53 -0.09 0.11
H -6.64 -2.35 3.00 0.15
H -5.03 -1.00 4.18 0.12
H -3.13 0.28 5.12 0.12
H -1.18 0.73 3.70 0.11
H -0.51 -1.32 -2.20 0.08
H -2.15 -2.78 -3.35 0.12
H -4.31 -3.33 -2.20 0.13
C -1.89 0.63 -4.12 -0.25
P -1.83 1.45 -2.45 1.02
C -3.64 1.51 -2.09 -0.38
C -4.02 1.36 -0.76 -0.13
C -5.35 1.32 -0.40 -0.07
C -6.33 1.44 -1.37 -0.07
C -5.97 1.62 -2.69 -0.07
C -4.63 1.65 -3.05 -0.08
C -1.51 3.15 -3.05 -0.38
C -0.32 3.35 -3.76 -0.11
C 0.00 4.61 -4.22 -0.08
C -0.83 5.69 -3.97 -0.08
C -2.00 5.49 -3.24 -0.08
C -2.34 4.23 -2.79 -0.10
H -0.89 0.32 -4.40 0.03
H -2.27 1.31 -4.88 0.05
H -2.53 -0.26 -4.07 0.03
H -3.25 1.26 -0.01 0.07
H -5.63 1.18 0.64 0.11
H -7.38 1.41 -1.10 0.11
H -6.73 1.73 -3.45 0.11
H -4.37 1.79 -4.09 0.11
H 0.34 2.52 -3.94 0.08
H 0.92 4.76 -4.78 0.11
H -0.58 6.67 -4.33 0.11
H -2.64 6.33 -3.04 0.11
H -3.25 4.08 -2.24 0.10